(1)
{"formula": "C24H24BN3O15P", "method": "wB97M-V/def2-TZVPD", "species": ["C", "C", "B", "O", "C", "C", "C", "C", "P", "N", "O", "O", "N", "N", "H", "H", "H", "H", "H", "H", "H", "H", "H", "H", "H", "H", "C", "C", "C", "O", "C", "C", "C", "O", "O", "O", "H", "H", "H", "H", "C", "C", "C", "O", "C", "C", "C", "O", "O", "O", "H", "H", "H", "H", "C", "C", "C", "O", "C", "C", "C", "O", "O", "O", "H", "H", "H", "H"], "coordinates": [[-2.159, 2.618, 0.075], [-0.631, 2.627, 0.327], [-0.076, 1.191, 0.136], [-0.442, 0.144, 0.925], [1.014, 0.866, -1.014], [1.131, -0.361, -1.674], [2.070, -0.494, -2.649], [2.901, 0.602, -2.959], [4.141, 0.619, -4.321], [3.711, 1.631, -5.385], [4.327, -0.892, -4.759], [5.546, 0.794, -3.622], [2.808, 1.740, -2.300], [1.873, 1.815, -1.378], [-2.529, 3.640, 0.011], [-2.416, 2.134, -0.869], [-2.690, 2.124, 0.886], [-0.176, 3.374, -0.332], [-0.445, 2.968, 1.350], [-1.208, -0.385, 0.666], [0.480, -1.176, -1.394], [2.195, -1.425, -3.184], [2.856, 2.120, -5.154], [3.560, -1.232, -5.235], [5.737, 1.733, -3.492], [1.835, 2.717, -0.912], [-1.057, 2.576, -6.393], [-1.729, 3.235, -7.354], [-1.175, 3.411, -8.760], [-1.890, 4.013, -9.537], [0.132, 2.878, -9.063], [0.805, 2.227, -8.102], [0.227, 2.020, -6.714], [0.927, 1.372, -5.943], [2.015, 1.726, -8.267], [-2.913, 3.779, -7.183], [-1.454, 2.437, -5.397], [0.532, 3.028, -10.056], [2.310, 1.352, -7.412], [-3.157, 4.179, -8.045], [-4.314, -2.849, 2.359], [-4.272, -4.083, 2.891], [-3.100, -4.565, 3.730], [-3.182, -5.694, 4.169], [-1.984, -3.667, 3.945], [-2.033, -2.440, 3.413], [-3.210, -1.957, 2.591], [-3.145, -0.810, 2.162], [-1.067, -1.539, 3.553], [-5.222, -4.980, 2.744], [-5.146, -2.499, 1.764], [-1.149, -4.012, 4.541], [-1.367, -0.734, 3.089], [-4.935, -5.775, 3.238], [1.649, -2.228, 6.630], [2.408, -1.266, 7.174], [2.031, -0.564, 8.465], [2.810, 0.283, 8.860], [0.798, -0.931, 9.123], [0.037, -1.892, 8.578], [0.426, -2.605, 7.298], [-0.342, -3.467, 6.904], [-1.107, -2.307, 9.091], [3.544, -0.834, 6.655], [1.912, -2.733, 5.711], [0.529, -0.419, 10.036], [-1.434, -3.013, 8.499], [3.874, -0.148, 7.272]], "forces_ev_per_angstrom": [[-0.009, 0.149, 0.020], [0.048, 0.210, -0.135], [0.039, 0.125, 0.364], [-0.046, -0.099, -0.629], [0.017, -0.042, 0.075], [-0.311, 0.049, 0.360], [0.373, 0.030, -0.447], [0.122, -0.286, 0.241], [-0.071, 0.343, -0.463], [0.117, -0.107, 0.226], [-0.179, -0.149, 0.432], [-0.136, -0.007, 0.133], [0.068, 0.032, -0.040], [-0.164, -0.071, -0.023], [-0.006, 0.011, 0.039], [-0.022, -0.057, 0.025], [0.017, -0.130, -0.048], [0.021, -0.024, -0.005], [-0.014, -0.064, 0.029], [-0.171, -0.032, 0.438], [-0.009, -0.009, 0.032], [0.003, -0.032, 0.014], [0.027, 0.111, -0.247], [0.133, 0.022, -0.329], [0.195, 0.026, -0.061], [0.004, 0.015, -0.043], [0.014, -0.033, 0.096], [0.020, -0.019, -0.011], [0.061, -0.017, -0.035], [-0.024, 0.017, 0.017], [-0.011, 0.006, -0.093], [-0.025, 0.086, 0.043], [0.068, -0.055, -0.139], [-0.286, -0.006, 0.261], [0.002, -0.030, -0.041], [-0.042, 0.003, 0.050], [-0.028, 0.005, -0.014], [0.020, -0.014, 0.009], [0.044, 0.054, 0.025], [0.021, -0.004, -0.035], [-0.035, 0.080, -0.066], [0.005, 0.007, 0.019], [0.069, 0.066, 0.014], [-0.027, -0.022, -0.032], [0.110, -0.113, 0.048], [-0.057, 0.001, 0.027], [-0.118, -0.053, 0.040], [0.231, -0.011, -0.184], [0.045, 0.000, 0.007], [-0.044, 0.006, -0.030], [-0.018, -0.016, 0.021], [-0.029, 0.035, 0.054], [-0.028, 0.012, 0.019], [0.029, -0.002, 0.025], [-0.031, -0.057, -0.073], [-0.006, -0.012, 0.013], [-0.074, -0.008, 0.056], [0.019, 0.015, -0.035], [0.016, 0.072, 0.062], [0.031, -0.009, -0.003], [0.073, 0.030, -0.063], [-0.055, 0.000, -0.032], [-0.033, 0.017, 0.044], [0.022, -0.008, -0.056], [0.023, 0.002, 0.008], [-0.013, -0.022, 0.006], [0.022, -0.019, -0.023], [-0.012, 0.003, 0.041]], "mulliken_charge": [-1.194, -0.255, -0.140, -0.217, 0.497, -0.633, -0.074, 0.190, 0.761, -0.664, -0.571, -0.498, -1.017, 0.546, 0.361, 0.336, 0.289, 0.345, 0.352, 0.298, 0.441, 0.451, 0.270, 0.363, 0.390, 0.339, -1.267, 0.388, 1.021, -0.605, -0.925, 0.362, 1.120, -0.601, -0.550, -0.565, 0.484, 0.452, 0.301, 0.382, -1.155, 0.312, 1.071, -0.607, -0.874, 0.354, 1.064, -0.665, -0.542, -0.557, 0.464, 0.453, 0.326, 0.382, -1.024, 0.380, 1.030, -0.627, -0.994, 0.321, 1.100, -0.650, -0.565, -0.594, 0.451, 0.433, 0.365, 0.386], "orbital_gap_ev": 6.1, "lumo_energy_ev": -5.078, "total_charge": 1, "homo_energy_ev": -11.23, "total_energy_ha": -2587.86245}

---

(2)
{"formula": "C23H26N2O5", "method": "wB97M-V/def2-TZVPD", "species": ["C", "C", "O", "C", "C", "C", "C", "N", "C", "C", "C", "O", "N", "C", "C", "C", "C", "C", "C", "O", "C", "C", "O", "C", "C", "C", "C", "O", "C", "C", "H", "H", "H", "H", "H", "H", "H", "H", "H", "H", "H", "H", "H", "H", "H", "H", "H", "H", "H", "H", "H", "H", "H", "H", "H", "H"], "coordinates": [[-7.473, -1.344, 1.638], [-7.407, -0.426, 0.421], [-6.552, -0.922, -0.590], [-5.204, -0.846, -0.438], [-4.452, -1.493, -1.422], [-3.076, -1.469, -1.395], [-2.416, -0.793, -0.374], [-0.996, -0.756, -0.330], [-0.384, 0.453, -0.186], [0.958, 0.604, -0.063], [1.549, 1.965, 0.106], [2.435, 2.212, 0.902], [0.998, 2.895, -0.712], [1.375, 4.305, -0.730], [1.089, 4.946, 0.627], [2.844, 4.466, -1.118], [1.779, -0.578, -0.053], [3.166, -0.541, 0.106], [3.940, -1.686, 0.101], [5.296, -1.658, 0.268], [5.924, -0.421, 0.506], [3.313, -2.945, -0.087], [3.910, -4.165, -0.136], [5.293, -4.329, 0.083], [1.939, -2.978, -0.247], [1.157, -1.824, -0.232], [-0.287, -1.961, -0.380], [-0.870, -3.019, -0.516], [-3.154, -0.152, 0.609], [-4.537, -0.172, 0.581], [-6.497, -1.435, 2.109], [-7.799, -2.335, 1.333], [-8.179, -0.945, 2.360], [-7.116, 0.591, 0.712], [-8.389, -0.376, -0.060], [-4.980, -2.013, -2.206], [-2.508, -1.979, -2.155], [-1.057, 1.299, -0.163], [0.329, 2.584, -1.396], [0.747, 4.779, -1.493], [1.332, 6.004, 0.597], [0.038, 4.834, 0.886], [1.692, 4.464, 1.391], [3.470, 3.995, -0.366], [3.099, 5.520, -1.182], [3.036, 3.998, -2.081], [3.624, 0.420, 0.260], [5.530, 0.065, 1.403], [6.977, -0.656, 0.653], [5.819, 0.254, -0.349], [5.462, -5.404, 0.014], [5.592, -3.978, 1.073], [5.889, -3.819, -0.677], [1.455, -3.932, -0.384], [-2.646, 0.357, 1.416], [-5.075, 0.338, 1.364]], "forces_ev_per_angstrom": [[0.136, 0.153, -0.365], [-0.248, 0.034, 0.377], [0.168, -0.122, -0.193], [0.253, -0.011, -0.047], [-0.135, 0.076, 0.106], [-0.024, 0.112, 0.079], [-0.547, 0.021, 0.106], [0.028, -0.244, -0.048], [0.760, 0.562, 0.062], [-0.558, -0.013, 0.088], [-0.520, -0.136, -0.330], [0.326, 0.042, 0.229], [-0.239, 0.169, -0.263], [0.246, 0.140, 0.278], [-0.033, -0.032, -0.198], [-0.202, -0.011, -0.031], [-0.078, -0.470, -0.031], [0.205, 0.016, 0.017], [0.060, 0.020, -0.029], [-0.459, -0.326, -0.098], [0.127, 0.240, 0.041], [-0.324, -0.008, -0.026], [-0.280, 0.177, -0.052], [0.473, -0.195, 0.056], [0.236, 0.041, 0.034], [0.536, 0.223, 0.083], [-0.094, -0.108, 0.031], [0.057, -0.089, -0.007], [0.304, -0.195, -0.217], [-0.430, 0.039, -0.031], [0.041, -0.020, 0.093], [-0.045, -0.087, 0.005], [-0.069, 0.030, 0.105], [-0.035, -0.069, -0.091], [0.143, 0.081, 0.083], [-0.058, -0.065, -0.101], [0.041, -0.052, -0.051], [0.011, -0.010, -0.012], [0.131, -0.078, 0.037], [0.060, -0.114, 0.097], [0.012, 0.143, 0.021], [-0.096, 0.027, 0.046], [0.035, 0.013, 0.076], [0.076, -0.003, 0.028], [0.050, 0.133, -0.029], [0.051, -0.013, -0.094], [0.087, 0.032, 0.040], [-0.002, -0.009, -0.041], [-0.065, 0.073, -0.006], [-0.015, -0.017, 0.044], [0.010, 0.078, 0.013], [-0.010, -0.040, -0.082], [-0.043, -0.065, 0.080], [-0.019, -0.111, -0.011], [0.052, 0.023, 0.077], [-0.088, 0.017, 0.050]], "mulliken_charge": [-1.035, -0.411, -0.483, 0.844, -0.721, -0.435, -0.702, 0.307, -0.333, -0.274, 0.350, -0.668, -0.203, 0.291, -1.371, -1.452, -0.349, -0.324, 1.212, -0.514, -0.948, 0.392, -0.484, -0.753, -0.806, -0.502, 0.792, -0.683, -0.453, -0.289, 0.346, 0.301, 0.353, 0.323, 0.318, 0.416, 0.425, 0.815, 0.313, 0.368, 0.460, 0.327, 0.292, 0.332, 0.437, 0.348, 0.674, 0.356, 0.249, 0.334, 0.302, 0.270, 0.253, 0.501, 0.546, 0.345], "orbital_gap_ev": 8.2, "lumo_energy_ev": 0.596, "total_charge": 0, "homo_energy_ev": -7.63, "total_energy_ha": -1377.76555, "smiles": "CCOc1ccc(-n2cc(C(=O)NC(C)C)c3cc(OC)c(OC)cc3c2=O)cc1"}

---

(3)
{"formula": "C4H3NO2", "method": "wB97M-V/def2-TZVPD", "species": ["C", "C", "C", "C", "N", "O", "O", "H", "H", "H"], "coordinates": [[-0.627, -0.769, -1.414], [-1.168, -1.017, -2.533], [0.908, -0.711, 0.768], [-0.265, -0.496, -0.196], [-0.867, 1.353, 0.434], [2.019, -0.038, 0.340], [0.804, -1.323, 1.800], [-1.106, 1.011, 1.404], [-1.694, 1.459, -0.134], [1.998, 0.530, -0.469]], "forces_ev_per_angstrom": [[0.226, -0.373, 1.227], [-0.355, -0.227, -0.905], [-0.620, 0.171, -0.571], [0.062, 4.567, 1.205], [1.825, -4.238, 0.387], [-0.190, -0.447, 0.523], [0.599, 0.935, -1.486], [-0.184, 0.715, -1.307], [-0.565, -0.237, 0.050], [-0.800, -0.866, 0.876]], "mulliken_charge": [0.508, -0.521, 0.587, -0.004, -0.578, -0.445, -0.468, 0.280, 0.271, 0.372], "orbital_gap_ev": [7.7, 7.7], "lumo_energy_ev": [-2.456, -2.455], "total_charge": 0, "homo_energy_ev": [-10.17, -10.17], "total_energy_ha": -359.19831}

---

(4)
{"formula": "C3H7N2OS", "method": "wB97M-V/def2-TZVPD", "species": ["C", "C", "C", "N", "N", "O", "S", "H", "H", "H", "H", "H", "H", "H"], "coordinates": [[0.420, 0.369, 0.863], [0.175, -1.659, 0.298], [1.349, 0.190, -0.229], [-0.296, -0.685, 1.081], [2.308, 0.976, -0.700], [1.221, -1.082, -0.562], [-3.053, 0.513, -0.444], [0.401, 1.196, 1.467], [0.580, -2.618, 0.669], [-0.613, -1.988, -0.479], [2.251, 1.950, -0.376], [-3.513, 1.666, 0.273], [3.150, 0.634, -1.173], [-4.379, 0.536, -0.688]], "forces_ev_per_angstrom": [[-1.313, -1.211, -0.182], [-0.836, -2.790, -4.400], [1.397, -2.550, -0.303], [0.992, 2.371, 1.936], [-1.270, 0.060, 0.927], [1.088, 1.351, -0.456], [-1.584, 2.055, 1.112], [-0.527, 2.133, 1.184], [-0.127, 0.754, 0.619], [0.816, 0.413, 1.135], [0.470, -0.642, -0.396], [1.404, -1.279, -0.587], [-0.692, 0.117, -0.033], [0.183, -0.782, -0.556]], "mulliken_charge": [-0.371, -0.235, 0.874, -0.187, -0.363, -0.307, -0.335, 0.440, 0.306, 0.280, 0.259, 0.171, 0.293, 0.176], "orbital_gap_ev": 7.0, "lumo_energy_ev": -5.684, "total_charge": 1, "homo_energy_ev": -12.72, "total_energy_ha": -701.14219}

---

For reference, molecular weight by record: 636.248, 410.470, 97.073, 119.169 g mol⁻¹.